Entry 1:
DFT (ωB97M-V/def2-TZVPD) results for a single C3H5NO3S molecule in a non-equilibrium geometry.

F_max: 0.0787 Eh/bohr
Kohn-Sham gap: 8.59 eV
relative energy (zero: lowest compared OMol25 entry of this formula, charge and spin): 3.408 eV
E_LUMO: -0.0312 hartree

Each line ends with the Mulliken charge.
Element x y z (Å)
C  -0.86644  0.20605  -0.09206  0.494
C  0.08526  -1.01974  -0.03355  0.441
C  -0.31192  1.56558  -0.07521  -1.370
N  1.42415  -0.73257  0.11009  -0.093
O  -0.27717  -2.19298  -0.15014  -0.669
O  -3.21684  0.97639  -0.01539  -0.512
O  2.37563  -1.74197  0.01670  -0.412
S  -2.47939  -0.25341  0.00924  0.412
H  0.20965  1.77235  -0.97768  0.361
H  0.39061  1.71666  0.67127  0.402
H  -1.13646  2.14917  0.30129  0.377
H  1.86440  0.11138  -0.11617  0.222
H  1.93852  -2.55690  0.35162  0.346

Cartesian forces, eV/Å:
C 0.361 -3.966 0.720
C -0.110 -0.106 -1.003
C -1.824 -0.581 0.253
N -1.153 -1.076 0.522
O 0.130 1.036 0.540
O -2.210 1.694 0.089
O -0.368 -0.664 0.134
S 3.833 0.000 -0.335
H -0.272 0.848 -1.129
H 1.656 -0.301 1.732
H -0.298 1.159 -1.009
H 0.272 1.305 -0.211
H -0.017 0.652 -0.304

Entry 2:
DFT (ωB97M-V/def2-TZVPD) results for a gas-phase ion, C5H11N8 (charge +1) in a non-equilibrium geometry.

F_max: 0.0790 Eh/bohr
SMILES: CN1C(N)=NC(N)=N[C@@]12NC=[NH+]N2
net charge: +1
Kohn-Sham gap: 9.16 eV
relative energy (zero: lowest compared OMol25 entry of this formula, charge and spin): 0.096 eV
E_LUMO: -0.1123 hartree

Each line ends with the Mulliken charge.
Element x y z (Å)
C  0.95556  -1.09228  1.63269  0.431
C  -1.25007  -0.74409  1.01005  0.473
C  0.44508  0.20859  -0.32259  0.917
C  1.56627  1.42163  -1.98270  -0.245
C  -1.74031  -0.13820  -1.38307  -1.272
N  1.34779  -0.30398  0.59693  -0.857
N  -0.38758  -1.23432  1.86520  -0.630
N  0.97056  0.22220  -1.70909  -0.261
N  -0.90203  -0.28434  -0.26705  0.062
N  1.87783  -1.72752  2.35163  -0.391
N  -2.51393  -0.72456  1.38105  -0.375
N  1.13605  2.38126  -1.19994  -0.021
N  0.28888  1.89032  -0.26467  -0.487
H  2.42675  1.48217  -2.61956  0.396
H  -2.29279  0.75699  -1.34547  0.378
H  -1.25781  -0.34688  -2.32526  0.350
H  -2.44751  -0.96191  -1.30289  0.526
H  1.32119  -0.65807  -2.09048  0.268
H  2.81102  -1.24647  2.38798  0.291
H  1.53806  -2.42995  3.13787  0.313
H  -2.73791  -1.36104  2.20014  0.317
H  -3.26714  -0.69129  0.70191  0.267
H  1.62217  3.24157  -1.03455  0.262
H  0.48986  2.34018  0.58186  0.286

Cartesian forces, eV/Å:
C -2.014 1.738 -3.073
C 1.600 -0.360 -1.473
C -0.260 0.956 1.517
C -0.318 -1.376 0.676
C -1.696 -1.694 -0.031
N 0.449 -0.293 0.257
N 0.955 -0.335 0.917
N 0.718 1.399 0.047
N 2.692 -0.470 2.379
N 0.094 -1.075 2.423
N -2.497 -1.575 1.318
N 1.341 -1.405 -1.016
N -1.561 -1.828 -0.873
H -0.167 0.429 -0.572
H -0.525 1.379 -0.463
H 0.374 0.466 -0.077
H -0.438 -0.019 -0.167
H 0.144 0.580 0.227
H -1.386 -1.222 0.006
H 1.158 2.447 -2.242
H 0.562 1.322 -1.385
H 0.344 0.275 0.099
H 0.196 0.388 -0.281
H 0.231 0.273 1.784

Entry 3:
DFT (ωB97M-V/def2-TZVPD) results for 2 unconnected molecules or ions with the total composition BrFHOPS in a non-equilibrium geometry.

F_max: 0.0731 Eh/bohr
Kohn-Sham gap (spin up / spin down): 6.51 / 6.50 eV
relative energy (zero: lowest compared OMol25 entry of this formula, charge and spin): 4.611 eV
E_LUMO (spin up / spin down): -0.1113 / -0.1113 hartree

Each line ends with the Mulliken charge.
Element x y z (Å)
O  -0.08844  0.69138  -0.18717  -0.655
F  2.00001  2.07979  -1.81215  -0.170
P  2.50308  0.69649  -1.09338  0.744
S  2.99306  -0.72910  -2.25850  -0.167
Br  3.65801  1.39129  0.67782  -0.006
H  -0.80564  0.69673  -0.79304  0.253

Cartesian forces, eV/Å:
O 3.506 -0.088 1.350
F 1.300 -1.960 1.170
P -3.225 1.599 -0.735
S -0.066 0.954 1.010
Br -0.854 -0.464 -1.131
H -0.660 -0.042 -1.664

Entry 4:
DFT (ωB97M-V/def2-TZVPD) results for 3 unconnected molecules or ions with the total composition C4H10N4 in a non-equilibrium geometry.

F_max: 0.1178 Eh/bohr
Kohn-Sham gap: 8.96 eV
relative energy (zero: lowest compared OMol25 entry of this formula, charge and spin): 8.185 eV
E_LUMO: 0.0094 hartree

Each line ends with the Mulliken charge.
Element x y z (Å)
C  -2.50456  0.41268  1.12528  -0.788
C  -1.23481  -0.51565  0.64185  0.444
C  0.88168  -0.21669  -0.67356  0.415
C  1.58481  -1.46466  -0.36289  -0.822
H  -3.19987  -0.62793  1.33404  0.252
H  -2.16280  0.96100  2.23475  0.233
H  -2.89963  1.58214  0.31233  0.272
H  -1.30364  -2.38762  1.61507  0.209
H  -0.51688  1.15198  -0.46544  0.341
H  1.13545  -2.32333  -0.89978  0.266
H  2.52545  -1.23863  -0.89242  0.375
H  1.87765  -1.47140  0.79092  0.212
H  2.67102  2.70617  -0.93443  0.288
H  1.34995  2.35439  -2.18428  0.254
N  -0.81587  -1.72375  0.89062  -0.602
N  -0.30148  0.13171  -0.17379  -0.231
N  1.69436  0.58371  -1.16157  -0.380
N  1.21916  2.08589  -1.19670  -0.738

Cartesian forces, eV/Å:
C 0.740 -0.457 1.360
C 1.534 -0.406 -0.058
C 0.148 -1.294 2.255
C 1.636 -1.021 0.551
H 0.834 3.870 -0.542
H -1.135 -1.825 -3.331
H 1.138 -4.383 2.369
H 0.497 2.219 -1.860
H 0.310 -2.226 0.902
H 0.153 0.013 1.332
H -0.047 -0.670 0.372
H -1.168 -0.669 -2.522
H -4.535 -1.816 -0.520
H -0.246 -0.443 0.242
N -2.734 -0.293 2.180
N -3.588 4.411 -0.705
N 1.448 5.309 -2.528
N 5.014 -0.319 0.504